(1)
ORCA calculation (ωB97M-V/def2-TZVPD) on a molecular structure, C44H37As2BrCl2N6O10Pb at a distorted geometry.

The value obtained for the relative energy (zero: lowest compared OMol25 entry of this formula, charge and spin) is 0.2517 eV. The calculation puts the HOMO-LUMO gap at 4.28 eV. The HOMO energy comes out at -0.228 Eh.

Geometry as XYZ:
```
103
Properties=species:S:1:pos:R:3:forces:R:3
Pb -1.337 1.131 1.422 1.8 -1.8 0.3
Cl 2.493 -4.429 4.034 0.0 -0.3 0.0
C 1.636 -2.933 3.993 0.4 1.8 1.1
C 0.489 -2.818 3.231 -0.7 1.0 0.0
C -0.184 -1.557 3.102 1.4 0.0 2.0
N -1.278 -1.314 2.341 -1.6 -0.2 -1.9
C -1.953 -2.348 1.760 1.6 1.8 1.9
O -1.904 -3.527 2.052 0.0 -1.5 0.4
C -2.755 -2.006 0.612 -1.7 -0.2 -3.6
C -3.567 -3.029 0.036 0.1 0.4 1.4
C -4.191 -2.843 -1.178 -0.5 -0.3 0.2
C -3.910 -1.675 -1.871 0.5 0.7 -0.5
C -3.094 -0.693 -1.288 -0.3 -1.0 0.4
N -2.548 -0.868 -0.064 -0.4 0.4 -0.3
C 0.299 -0.430 3.881 0.8 -2.6 0.1
C 1.381 -0.632 4.744 0.8 -0.2 0.1
C 2.098 -1.826 4.799 -2.0 -1.3 -1.9
Cl 3.398 -2.048 5.862 0.7 0.1 0.6
N -0.319 0.773 3.767 -0.6 2.4 -1.0
C 0.132 1.869 4.400 0.8 -0.3 1.0
O 0.965 1.950 5.356 -1.5 0.6 -1.7
C -0.530 3.180 3.929 0.1 -0.6 0.8
C -0.474 4.275 4.836 -0.6 -0.2 -0.4
C -1.391 5.312 4.647 0.8 -1.3 -0.8
C -2.177 5.271 3.463 -0.1 0.3 -0.2
C -2.011 4.260 2.505 0.7 -0.4 1.5
N -1.239 3.156 2.788 -0.5 2.3 0.9
H 0.004 -3.699 2.819 0.5 0.3 -0.1
H -3.691 -3.907 0.672 0.0 0.1 -0.4
H -4.936 -3.574 -1.563 0.9 0.5 0.2
H -4.250 -1.569 -2.899 -0.1 0.2 0.3
H -2.869 0.239 -1.825 0.0 -0.4 0.3
H 1.681 0.222 5.345 0.1 -0.6 -0.1
H 0.185 4.218 5.724 -0.5 -0.1 -0.8
H -1.400 6.076 5.420 -0.5 0.2 -0.4
H -2.932 6.044 3.278 0.4 -0.2 0.0
H -2.503 4.252 1.531 0.1 0.1 0.5
Br 1.460 5.527 -4.800 0.0 0.1 0.3
C 0.384 4.738 -3.453 0.3 -1.0 0.5
C -0.568 3.807 -3.883 -0.5 0.7 -1.0
C -1.465 3.274 -2.965 0.6 -0.2 0.8
C -1.240 3.531 -1.580 0.1 0.5 -2.0
C -0.172 4.341 -1.162 -0.6 -1.0 0.3
C 0.651 4.928 -2.081 0.1 0.9 -1.6
N -2.096 3.091 -0.601 -3.6 -0.4 0.5
C -3.391 2.946 -0.829 4.2 0.0 -0.8
C -4.239 2.513 0.248 -0.6 0.4 0.4
C -5.570 2.884 0.104 -0.6 -1.2 -0.5
C -6.461 2.365 1.038 -0.3 0.5 0.8
C -5.965 1.709 2.145 1.4 0.4 0.3
C -4.553 1.560 2.309 -1.7 -1.2 -0.5
N -3.718 1.878 1.341 -0.7 0.8 -0.8
H -0.644 3.634 -4.990 -0.1 0.0 1.3
H -2.279 2.598 -3.277 0.6 0.4 0.1
H -0.028 4.445 -0.092 0.1 0.2 -0.1
H 1.446 5.612 -1.807 0.0 -0.2 0.1
H -3.803 3.078 -1.855 0.0 0.2 0.9
H -5.937 3.352 -0.834 0.5 -0.2 0.9
H -7.536 2.545 0.997 0.3 -0.1 -0.3
H -6.625 1.383 2.924 -0.2 -0.3 0.2
H -4.160 0.937 3.119 0.0 0.6 0.0
C -0.335 -3.037 -6.070 -0.3 -0.1 0.0
O 0.797 -2.585 -5.281 -0.6 0.4 1.3
C 0.430 -1.950 -4.100 -1.6 -1.3 -0.8
O -0.684 -1.462 -3.972 1.4 -0.2 0.3
C 1.502 -2.011 -3.070 0.7 -0.6 0.7
C 2.316 -3.062 -2.822 -1.7 -0.3 -0.9
As 4.239 -2.941 -2.361 -1.3 -1.1 2.2
C 4.089 -4.438 -0.990 1.0 0.1 0.4
C 4.095 -1.504 -0.974 -0.7 1.1 -0.6
C 3.273 -0.426 -1.027 0.2 -2.0 -1.2
As 1.400 -0.643 -1.709 0.4 2.1 -1.8
C 1.587 0.729 -3.219 -0.5 0.9 0.8
C 3.521 0.857 -0.356 1.2 2.8 1.0
O 4.311 1.771 -0.668 -2.0 -2.8 0.6
O 2.672 0.938 0.685 -0.1 0.0 -0.2
C 2.898 1.966 1.661 -0.3 -0.8 0.7
C 5.122 -1.630 0.082 0.7 -0.2 -0.2
O 5.052 -1.210 1.213 0.0 0.0 -1.0
O 6.131 -2.436 -0.400 -0.5 0.9 0.6
C 7.076 -2.800 0.598 0.8 1.0 0.5
C 1.837 -4.476 -3.125 0.7 -0.3 0.0
O 2.678 -5.315 -3.338 -0.9 0.0 -0.6
O 0.497 -4.834 -3.007 1.3 0.6 0.0
C -0.235 -4.513 -1.783 0.0 -0.6 -1.2
H 0.099 -3.491 -6.974 -0.2 0.4 0.4
H -1.040 -2.205 -6.311 0.7 -0.7 0.2
H -0.877 -3.835 -5.509 0.4 0.7 -0.3
H 3.697 -5.338 -1.457 -0.1 0.2 0.1
H 3.523 -4.155 -0.067 0.3 -0.1 -0.9
H 5.117 -4.694 -0.677 -0.5 0.2 -0.1
H 2.215 0.335 -4.025 -0.1 0.0 0.4
H 2.070 1.590 -2.739 0.0 0.0 -0.4
H 0.630 1.098 -3.644 0.4 -0.5 0.4
H 2.257 1.698 2.540 0.3 0.5 -1.0
H 2.755 2.946 1.229 -0.3 0.2 0.1
H 3.915 1.866 1.992 0.6 0.2 0.2
H 6.711 -2.383 1.545 0.2 -0.5 -0.1
H 8.045 -2.279 0.399 -0.6 -0.8 -0.1
H 7.135 -3.882 0.620 0.3 0.0 0.0
H -0.834 -5.399 -1.598 0.1 -0.1 0.2
H -0.917 -3.712 -2.008 -0.1 0.7 0.2
H 0.423 -4.333 -0.955 0.3 0.3 0.4
```
Positions in Å, forces in eV/Å.

Atomic partial charges in e from the Mulliken method, atoms 1 to 5: Pb 1.539; Cl -0.254; C 0.255; C -1.043; C 0.157

***

(2)
ORCA calculation (ωB97M-V/def2-TZVPD) on C16H11ClN4O3S2 in the gas phase at a distorted geometry.

The value obtained for the relative energy (zero: lowest compared OMol25 entry of this formula, charge and spin) is 2.9140 eV. The calculation puts the HOMO-LUMO gap at 8.17 eV. The HOMO energy comes out at -0.323 Eh. As for the SMILES: O=C(CSc1ccc(Cl)cc1)Nc1nnc(-c2cccc([N+](=O)[O-])c2)s1.

Geometry as XYZ:
```
37
Properties=species:S:1:pos:R:3:forces:R:3
O -1.131 0.966 -0.975 -0.2 0.1 -0.2
C -0.319 1.388 -0.187 0.3 0.4 0.2
N 0.231 0.598 0.784 0.2 0.2 0.1
C -0.070 -0.732 0.891 -0.7 -0.8 -0.5
N 0.454 -1.507 1.786 0.7 1.8 0.2
N 0.026 -2.750 1.705 -0.4 -1.6 0.0
C -0.830 -2.963 0.759 0.1 1.2 -0.3
C -1.419 -4.256 0.491 -0.3 -0.8 -0.1
C -2.326 -4.433 -0.549 0.0 -0.1 0.0
C -2.863 -5.691 -0.772 0.8 0.1 0.9
C -2.518 -6.781 0.019 -0.2 0.1 -0.3
C -1.615 -6.598 1.053 0.0 0.1 0.0
C -1.069 -5.351 1.290 -0.1 0.1 -0.1
H -0.365 -5.193 2.091 0.1 0.0 0.1
H -1.338 -7.435 1.675 0.0 -0.1 0.0
H -2.958 -7.744 -0.189 0.0 0.0 0.0
N -3.804 -5.873 -1.854 -0.3 -0.1 -0.3
O -4.252 -6.985 -2.026 -0.1 -0.2 -0.1
O -4.087 -4.902 -2.522 -0.1 0.3 -0.2
H -2.618 -3.610 -1.185 0.0 0.0 -0.1
S -1.200 -1.515 -0.179 0.5 -0.5 0.7
H 0.941 0.953 1.412 0.0 0.0 0.0
C 0.152 2.824 -0.164 0.5 0.4 -0.1
H -0.236 3.321 0.727 -0.1 0.0 -0.1
H -0.198 3.322 -1.067 -0.1 -0.1 0.1
S 1.983 2.869 -0.107 -0.2 -0.2 -0.1
C 2.367 4.594 -0.186 -0.2 -0.2 0.1
C 3.723 4.909 -0.230 -0.2 -0.1 0.0
C 4.132 6.225 -0.295 -0.1 0.1 0.0
C 3.180 7.235 -0.316 -0.1 -0.2 0.0
C 1.830 6.929 -0.271 0.1 0.1 0.0
C 1.421 5.608 -0.205 0.1 -0.1 0.0
H 0.365 5.395 -0.170 -0.1 0.0 0.0
H 1.096 7.719 -0.288 0.0 0.1 0.0
Cl 3.682 8.884 -0.400 0.1 0.2 0.0
H 5.182 6.468 -0.330 0.1 0.1 0.0
H 4.451 4.112 -0.215 0.1 -0.1 0.0
```
Positions in Å, forces in eV/Å.

Atomic partial charges in e from the Mulliken method, atoms 1 to 5: O -0.638; C 0.703; N -0.106; C 0.286; N -0.697

***

(3)
ORCA calculation (ωB97M-V/def2-TZVPD) on a molecular structure, C42H87AsF6O22PS9 at a distorted geometry.

As for the expectation value of S²: 0.752. Its net charge is -2. The spin multiplicity is 2. The calculation puts the HOMO-LUMO gap (spin up / spin down) at 1.99 / 9.24 eV. The HOMO energy (spin up / spin down) comes out at 0.038 / -0.229 Eh.

Geometry as XYZ:
```
168
Properties=species:S:1:pos:R:3:forces:R:3
As 1.481 0.055 -0.430 0.1 -0.9 0.4
F 2.631 0.425 -1.712 1.4 0.4 -1.4
F 1.395 1.772 0.008 -0.2 2.2 0.6
F 0.259 -0.428 0.849 -1.4 -0.3 1.4
F 1.509 -1.711 -0.899 0.1 -1.7 -0.6
F 2.837 -0.207 0.776 0.9 -0.1 0.8
F 0.160 0.301 -1.632 -1.4 0.3 -1.2
C -2.605 -4.346 0.819 2.8 -0.4 -0.5
C -2.698 -5.557 1.725 -1.5 -0.2 0.0
C -2.439 -5.005 3.098 0.1 0.1 0.8
S -0.856 -4.130 2.892 -1.8 -2.0 0.0
O 0.163 -5.172 2.954 -0.3 1.1 -0.3
O -0.844 -3.008 3.773 0.7 0.9 0.8
C -1.286 -3.621 1.235 0.0 0.8 0.2
H -3.411 -3.613 0.867 -0.2 -0.4 -0.1
H -2.406 -4.751 -0.174 -0.6 0.5 -0.4
H -2.037 -6.364 1.407 0.2 0.2 0.2
H -3.721 -5.909 1.594 -0.1 -0.4 0.4
H -2.407 -5.626 3.993 0.4 -0.5 -0.3
H -3.232 -4.292 3.328 0.2 0.4 -0.1
H -0.357 -3.760 0.682 -0.3 0.1 -0.6
H -1.529 -2.563 1.340 0.7 0.1 -0.2
C 0.597 -4.472 -2.172 0.7 -0.6 0.0
C 2.161 -4.635 -1.863 -2.4 -0.8 0.4
C 2.526 -5.889 -2.629 0.7 0.2 -1.9
S 1.176 -7.143 -2.591 1.1 0.4 0.0
O 1.517 -8.082 -1.506 -0.8 0.7 -1.3
O 0.835 -7.670 -3.935 0.4 0.9 2.3
C -0.006 -5.890 -1.959 0.3 -0.1 0.5
H 0.406 -4.092 -3.176 0.3 -0.2 -0.2
H 0.171 -3.739 -1.487 0.0 -0.1 0.1
H 2.220 -4.836 -0.793 0.3 0.4 0.2
H 2.688 -3.720 -2.133 0.1 -0.3 0.1
H 3.510 -6.336 -2.488 -0.3 -0.3 0.7
H 2.597 -5.530 -3.655 -0.4 -0.4 -0.5
H 0.030 -6.053 -0.882 0.0 -0.3 0.1
H -1.010 -6.167 -2.280 0.1 0.4 -0.4
C 1.579 -1.359 -5.148 0.4 -0.5 0.2
C 2.786 -1.548 -4.174 1.1 -1.0 -0.7
C 3.844 -2.481 -4.889 -0.8 -0.8 -0.7
S 2.958 -3.370 -6.319 0.7 1.9 0.2
O 2.114 -4.452 -5.828 0.8 0.4 -0.3
O 3.914 -3.574 -7.427 -1.4 0.0 1.3
C 1.856 -1.937 -6.562 -0.1 0.9 0.4
H 1.425 -0.281 -5.200 -0.5 -0.1 -0.2
H 0.692 -1.873 -4.777 0.1 0.3 0.2
H 2.443 -1.850 -3.184 0.1 -0.4 -0.1
H 3.343 -0.635 -3.963 -0.4 0.2 -0.2
H 4.398 -3.280 -4.398 -0.5 -0.1 0.7
H 4.650 -1.915 -5.356 -0.3 0.2 -0.3
H 0.925 -2.159 -7.084 0.1 -0.5 0.2
H 2.310 -1.110 -7.108 0.7 -0.5 -0.4
C 3.712 4.082 1.949 0.5 0.6 -2.2
C 4.949 4.034 2.833 0.5 -1.5 0.2
C 5.868 5.188 2.527 0.1 0.6 0.0
S 5.855 5.279 0.696 -1.2 0.1 0.5
O 6.620 4.127 0.214 -0.5 1.3 0.4
O 6.091 6.627 0.170 0.2 -1.2 0.5
C 4.063 4.880 0.614 0.3 0.2 0.4
H 2.981 4.589 2.577 -0.4 0.0 -0.8
H 3.383 3.108 1.587 -0.2 -0.1 0.6
H 5.534 3.125 2.700 -0.2 -0.2 -0.1
H 4.515 3.965 3.830 0.8 0.4 0.3
H 6.912 5.089 2.824 -0.1 -0.2 0.1
H 5.456 6.077 3.005 0.1 0.5 -0.6
H 3.965 4.415 -0.367 -0.2 -0.7 0.3
H 3.486 5.800 0.520 0.3 0.3 0.2
C -3.498 -2.642 -3.249 0.8 -1.1 -0.3
C -2.104 -2.053 -2.936 0.2 0.8 0.3
C -1.914 -0.723 -3.694 -1.2 -0.7 -1.1
S -2.553 -1.301 -5.371 0.2 1.0 -0.2
O -1.470 -2.070 -6.000 -1.1 0.6 0.5
O -3.205 -0.223 -6.145 0.8 -1.3 0.8
C -3.838 -2.442 -4.738 -0.1 1.2 0.7
H -4.315 -2.303 -2.613 0.3 0.3 0.0
H -3.330 -3.697 -3.034 -0.5 -0.2 0.0
H -1.378 -2.799 -3.258 0.2 0.2 0.1
H -2.027 -1.908 -1.858 0.3 0.1 -0.1
H -0.974 -0.207 -3.891 0.4 -0.8 0.3
H -2.544 0.060 -3.272 -0.4 -0.1 -0.2
H -3.991 -3.311 -5.377 0.4 0.1 0.1
H -4.735 -1.824 -4.708 -0.1 0.0 -0.7
C 0.956 0.604 6.619 0.4 -0.4 0.4
C 1.042 -0.045 5.190 0.6 0.4 0.2
C 1.184 1.052 4.136 0.9 0.4 0.9
S 2.387 2.261 4.978 -1.4 -0.1 -0.1
O 2.095 3.652 4.581 0.7 -1.3 0.4
O 3.782 1.760 4.923 -2.1 0.6 0.2
C 1.650 1.975 6.687 0.4 -0.6 -1.7
H 1.392 0.007 7.420 0.5 -0.6 -0.5
H -0.058 0.657 7.015 -0.3 0.4 -0.7
H 0.156 -0.653 5.006 0.2 -0.1 -0.1
H 1.940 -0.649 5.064 -0.2 -0.3 0.6
H 0.198 1.481 3.961 0.4 0.7 -0.2
H 1.710 0.755 3.229 -0.4 -0.1 -0.2
H 0.884 2.739 6.818 0.7 0.4 0.3
H 2.546 1.934 7.307 -0.4 0.5 0.4
C 3.785 -1.639 3.142 -0.1 1.4 0.0
C 3.266 -3.024 2.849 0.5 -1.4 0.4
C 2.740 -3.609 4.188 -0.5 0.8 -0.4
S 3.868 -2.972 5.461 -2.5 1.2 0.2
O 4.939 -3.937 5.581 0.1 0.1 0.7
O 3.059 -2.481 6.616 1.7 -1.1 -1.3
C 4.498 -1.562 4.495 0.2 -0.7 0.1
H 2.971 -0.914 3.159 -0.2 -0.3 0.1
H 4.392 -1.193 2.355 0.2 -0.4 -0.1
H 4.089 -3.634 2.478 0.1 -0.2 0.0
H 2.480 -3.071 2.095 0.0 0.4 0.0
H 2.554 -4.677 4.297 0.7 0.0 -0.2
H 1.744 -3.181 4.301 0.1 0.4 0.6
H 5.557 -1.823 4.493 0.1 0.2 -0.4
H 4.358 -0.582 4.951 -0.1 -0.3 0.3
C -4.073 -1.257 3.466 0.5 -0.8 -0.4
C -2.931 -0.192 3.157 -1.8 -0.3 1.1
C -2.904 0.155 1.701 0.3 -1.3 -1.0
S -4.495 -0.335 0.949 2.2 1.4 0.8
O -4.237 -1.313 -0.116 -1.0 0.6 0.9
O -5.093 0.969 0.716 -1.1 -1.1 -0.7
C -5.237 -1.113 2.455 0.4 0.1 -0.3
H -4.373 -1.267 4.514 -0.5 1.0 0.0
H -3.733 -2.292 3.491 0.5 -0.1 -0.9
H -1.955 -0.545 3.491 -0.2 0.1 0.2
H -3.306 0.658 3.726 0.7 0.3 0.1
H -2.124 -0.424 1.208 0.1 0.0 -0.2
H -2.733 1.196 1.426 -0.3 -0.1 0.2
H -5.662 -2.049 2.092 0.0 -0.1 0.3
H -6.035 -0.458 2.804 0.1 0.1 -0.2
C -0.300 5.120 1.891 0.2 -0.2 -0.5
C -1.172 6.253 2.463 1.1 -0.6 0.1
C -2.134 5.607 3.423 -0.5 -0.2 -0.2
S -2.343 3.815 2.841 -1.5 2.3 -0.4
O -3.651 3.752 2.172 1.1 -0.7 1.4
O -1.927 2.955 3.938 -0.4 0.0 -0.6
C -1.147 3.894 1.541 -0.1 0.7 -0.1
H 0.431 4.818 2.640 0.3 0.2 -0.1
H 0.151 5.536 0.989 0.5 -0.5 0.0
H -1.681 6.849 1.706 0.0 -0.3 -0.2
H -0.452 6.906 2.956 -0.3 0.3 0.2
H -3.052 6.182 3.299 -0.5 -0.7 0.5
H -1.791 5.601 4.458 0.0 -0.2 -0.1
H -1.711 4.147 0.643 -0.3 -0.4 0.0
H -0.681 2.911 1.476 0.5 0.2 -0.2
C 0.868 4.158 -2.587 1.8 0.9 -0.3
C -0.441 3.482 -2.345 1.6 -0.4 1.2
O -1.435 4.167 -3.060 -1.6 0.3 -1.3
P -2.956 4.088 -2.635 -0.3 -0.4 0.4
O -3.271 4.598 -1.282 -0.1 0.3 -1.3
O -3.748 4.785 -3.884 1.2 -0.1 3.6
C -3.414 4.546 -5.231 -0.6 0.8 0.0
C -2.355 5.522 -5.736 1.1 -0.7 0.3
O -3.265 2.520 -2.740 0.8 1.1 -0.8
C -4.579 2.026 -2.491 0.6 -0.7 0.0
C -5.350 1.836 -3.788 0.1 0.2 1.0
H 1.103 4.916 -1.840 0.0 0.0 0.1
H 1.725 3.486 -2.640 -0.2 -0.5 0.7
H 1.018 4.658 -3.543 -0.9 0.1 -0.3
H -0.265 2.430 -2.570 -1.0 -0.1 -0.3
H -0.677 3.567 -1.284 0.0 -0.3 0.0
H -3.123 3.500 -5.329 -0.2 0.0 -0.5
H -4.423 4.786 -5.566 0.3 -0.5 -1.6
H -2.411 5.717 -6.806 -0.2 0.2 0.1
H -2.222 6.413 -5.123 -1.0 0.3 -0.2
H -1.369 5.096 -5.551 0.1 -0.5 -0.3
H -4.356 1.050 -2.060 -0.4 0.0 0.3
H -5.041 2.657 -1.732 -0.3 -0.1 -0.1
H -5.636 2.813 -4.177 -0.2 -0.2 -0.3
H -4.754 1.264 -4.498 0.0 0.1 -0.1
H -6.216 1.252 -3.475 -0.3 0.1 -0.5
```
Positions in Å, forces in eV/Å.

Atomic partial charges in e from the Mulliken method, atoms 1 to 5: As 1.816; F -0.514; F -0.481; F -0.387; F -0.629